This record from the OMol25 dataset describes C52H50Cl2GeIN4O3PtS3 as an isolated structure at a distorted geometry. The level of theory is ωB97M-V with the def2-TZVPD basis set.

Structure (XYZ):
```
117
Properties=species:S:1:pos:R:3:lowdin_charge:R:1
Pt 0.126 0.216 0.175 1.03
C 2.790 1.284 3.336 -0.05
C 1.550 1.366 2.435 -0.45
C 0.273 1.221 3.279 -0.05
C 1.752 0.282 1.402 -0.18
H 2.745 2.092 4.070 0.10
H 3.712 1.387 2.764 0.08
H 2.816 0.332 3.870 0.05
H 1.559 2.330 1.934 0.10
H 0.423 0.497 4.085 0.06
H -0.592 0.877 2.705 0.04
H 0.011 2.180 3.728 0.09
H 1.749 -0.720 1.834 0.01
H 2.604 0.429 0.743 0.08
I -1.601 5.946 1.479 0.93
C -1.781 3.964 0.995 -0.76
C -2.820 3.111 1.301 -0.11
N -2.505 1.918 0.795 0.01
N -1.321 1.933 0.149 -0.06
C -0.872 3.191 0.275 -0.17
H -3.742 3.278 1.836 0.13
H -3.085 1.092 0.761 0.10
H 0.080 3.479 -0.136 0.10
O -1.133 -1.589 1.765 -0.30
C -1.038 -2.564 2.873 -0.45
C -2.470 -2.693 3.351 -0.44
C -3.380 -3.662 3.042 -0.12
C -4.695 -3.377 3.516 -0.14
C -4.760 -2.186 4.165 -0.38
S -3.237 -1.415 4.229 1.08
C -0.422 -3.856 2.363 -0.55
C 0.521 -3.950 1.387 -0.18
C 1.081 -5.255 1.275 -0.15
C 0.560 -6.111 2.191 -0.37
S -0.601 -5.348 3.188 1.10
C -0.096 -2.106 3.992 -0.44
C -0.368 -1.787 5.293 -0.14
C 0.797 -1.556 6.081 -0.15
C 1.939 -1.736 5.373 -0.38
S 1.612 -2.234 3.775 1.10
H -3.138 -4.563 2.499 0.08
H -5.541 -4.034 3.375 0.11
H -5.613 -1.733 4.646 0.08
H 0.827 -3.120 0.764 0.10
H 1.825 -5.534 0.543 0.11
H 0.796 -7.152 2.345 0.07
H -1.359 -1.736 5.711 0.06
H 0.770 -1.276 7.124 0.11
H 2.960 -1.651 5.712 0.08
Ge -1.640 -1.575 0.038 1.00
C -3.449 -0.941 -0.117 -0.30
C -4.254 -0.685 0.994 -0.14
C -5.598 -0.372 0.830 -0.06
C -6.143 -0.311 -0.445 -0.05
C -5.351 -0.585 -1.554 -0.05
C -4.009 -0.896 -1.397 -0.09
C -1.773 -3.262 -0.920 -0.26
C -1.737 -3.309 -2.314 -0.11
C -2.050 -4.485 -2.982 -0.05
C -2.403 -5.619 -2.268 -0.06
C -2.489 -5.562 -0.885 -0.05
C -2.184 -4.390 -0.209 -0.09
H -0.627 0.485 -2.135 0.06
H -3.850 -0.784 1.993 0.04
H -6.216 -0.187 1.700 0.11
H -7.189 -0.065 -0.575 0.11
H -5.781 -0.559 -2.547 0.12
H -3.411 -1.111 -2.275 0.10
H -1.503 -2.438 -2.897 0.07
H -2.026 -4.505 -4.065 0.11
H -2.632 -6.540 -2.788 0.11
H -2.793 -6.434 -0.321 0.11
H -2.293 -4.364 0.862 0.06
Cl 3.066 6.935 -2.034 0.71
C 3.642 5.915 -0.739 -0.58
C 3.398 6.315 0.560 -0.11
C 3.853 5.536 1.609 -0.08
C 4.539 4.368 1.328 -0.12
C 4.756 3.970 0.021 -0.58
Cl 5.621 2.477 -0.221 0.74
C 4.325 4.734 -1.064 -0.31
N 4.598 4.455 -2.395 0.06
C 4.664 3.198 -3.066 -0.25
C 5.842 2.886 -3.735 -0.03
C 5.951 1.729 -4.485 -0.07
C 4.861 0.874 -4.583 -0.07
C 3.679 1.206 -3.942 -0.03
C 3.558 2.358 -3.173 -0.15
C 2.203 2.732 -2.599 -0.01
C 1.853 2.104 -1.255 -0.55
O 1.270 0.911 -1.331 -0.22
O 1.974 2.708 -0.210 0.02
H 2.858 7.235 0.738 0.11
H 3.682 5.840 2.633 0.11
H 4.941 3.759 2.124 0.10
H 4.561 5.258 -3.000 0.10
H 6.680 3.567 -3.643 0.12
H 6.875 1.501 -4.999 0.11
H 4.924 -0.027 -5.180 0.11
H 2.807 0.588 -4.075 0.10
H 1.430 2.432 -3.310 0.13
H 2.156 3.809 -2.447 0.12
C -2.567 1.903 -3.592 -0.02
C -1.683 0.758 -3.969 -0.33
C -1.473 0.135 -5.159 -0.04
C -0.449 -0.864 -4.966 -0.04
C -0.071 -0.824 -3.662 -0.36
C 0.959 -1.604 -2.893 -0.04
N -0.860 0.136 -3.046 0.08
H -3.001 2.338 -4.490 0.08
H -2.007 2.686 -3.074 0.07
H -3.383 1.596 -2.936 0.06
H -1.970 0.379 -6.086 0.10
H -0.048 -1.529 -5.716 0.11
H 1.176 -2.543 -3.399 0.09
H 0.615 -1.845 -1.884 0.03
H 1.886 -1.057 -2.766 0.06
```

For the relative energy (zero: lowest compared OMol25 entry of this formula, charge and spin), the calculation gives 208.5 kJ/mol. As for the spin multiplicity: 1. The LUMO energy is -4.9 eV. As for the charge: +1. The HOMO energy comes out at -9.71 eV. The value obtained for the gap between HOMO and LUMO is 4.76 eV.